Entry from the OMol25 dataset: a molecular structure, C2H2MgO2Rb in a non-equilibrium geometry (ωB97M-V/def2-TZVPD).

XYZ file:
```
8
Properties=species:S:1:pos:R:3:forces:R:3:mulliken_charge:R:1
C -0.8386 0.8940 -0.9659 -0.1582 5.7099 7.3624 0.26
C 0.4035 0.1984 -0.8935 -0.1773 -6.5416 2.0256 -0.06
O 0.8201 -0.2949 0.2471 -0.5526 2.4538 -3.2748 -0.51
O -1.3605 1.5062 0.1218 1.7371 -3.5006 -7.1891 -0.26
H 0.1768 1.4881 -1.6438 -1.5052 0.9621 0.5507 0.20
Mg 0.9906 -1.3568 3.2126 3.2485 1.3688 2.4933 -0.60
Rb -0.8752 -2.1435 1.7725 -3.1101 -1.2248 -2.4813 1.57
H 0.6832 -0.2915 -1.8508 0.5179 0.7725 0.5132 0.40
```
Positions in Å, forces in eV/Å.

Results
frontier orbital gap (alpha / beta) = 3.75 / 4.11 eV
charge = +1


Entry from the OMol25 dataset: a single C8H5Cl2N molecule in a non-equilibrium geometry (ωB97M-V/def2-TZVPD).

XYZ file:
```
16
Properties=species:S:1:pos:R:3:forces:R:3:mulliken_charge:R:1
C 0.5188 0.8365 -1.3548 2.0155 0.7473 0.4527 -0.39
C 0.3888 1.2967 -2.6083 0.9456 -0.1226 2.0957 -0.54
C -0.0532 -0.3315 0.6817 -1.2904 -1.0381 0.1948 -0.51
C -0.2684 -0.1314 -0.6530 0.6399 0.6301 2.0864 0.83
C -0.5988 0.9896 -3.5267 -1.6274 -0.0659 -2.4464 0.74
C -1.7036 0.3242 -3.3698 -0.7869 -1.3326 1.3572 -0.41
C -1.5487 -0.7445 -0.8950 -0.8432 0.1890 -0.7996 0.06
C -1.2543 -1.0299 1.2247 -1.1981 1.5752 -1.4090 -0.60
N -2.1732 -1.2449 0.0726 0.4503 0.6147 -1.0038 -0.51
Cl -0.3691 1.7672 -5.1431 -0.0167 -0.2718 0.4479 -0.24
Cl -2.9878 -0.0820 -4.3123 -0.2735 -0.0635 -0.2004 -0.10
H 1.3413 1.2255 -0.6395 -1.2298 -0.4034 -1.7545 0.18
H 0.9923 2.0321 -3.0403 1.4832 1.0615 0.2142 0.44
H 0.6710 0.0088 1.3943 0.6714 0.3645 -0.3453 0.38
H -1.2922 -1.9333 1.7059 1.1303 -2.6247 1.1861 0.35
H -1.7923 -0.4410 1.9649 -0.0703 0.7403 -0.0759 0.31
```
Positions in Å, forces in eV/Å.

Results
frontier orbital gap (alpha / beta) = 8.04 / 7.43 eV


The evaluated energy above the lowest of the compared OMol25 structures with the same formula, charge and spin for the records listed, in turn: 8.240, 4.148 eV.